Entry from the Open Molecules 2025 dataset: a molecular structure, C4H8N2O (ωB97M-V/def2-TZVPD).

Properties
Charge: 0
HOMO-LUMO gap: 9.15 eV
Calculated total energy: -341.847456 Eh
HOMO energy: -8.5 eV

Cartesian coordinates (Å):
O 2.811 0.702 0.004
N -1.015 -1.791 -1.510
N -0.766 0.015 0.675
C 0.443 0.072 -0.525
C -0.414 -0.928 -1.027
C -2.126 0.599 0.602
C 1.941 -0.362 -0.299
H -0.752 -0.779 1.312
H -2.224 1.312 1.429
H 1.973 -1.159 0.450
H 0.484 1.022 -1.095
H -2.284 1.142 -0.334
H 2.363 -0.804 -1.225
H 2.549 1.070 0.856
H -2.982 -0.110 0.688